Entry from OMol25: a 11-piece molecular cluster, C28H75N4O12 overall in a non-equilibrium geometry (wB97M-V/def2-TZVPD).

```
119
Properties=species:S:1:pos:R:3:forces:R:3
C 0.5482 -0.0568 -0.5627 -1.17 3.02 0.91
C -0.7228 -0.5838 0.0543 4.17 -1.26 2.16
O -1.7198 -0.4208 -0.6247 -2.95 -0.03 -1.38
O -0.5968 -1.2648 1.1283 -0.75 0.81 -0.98
H 0.8272 -0.7228 -1.3317 1.50 -1.06 -0.15
H 1.1932 0.4122 0.2223 0.23 -1.21 -0.92
H 0.2512 0.8062 -1.1857 0.03 -0.04 0.30
C -4.0728 1.8232 0.7073 4.82 2.86 -1.01
O -2.9868 2.5482 0.9783 -4.34 -3.09 -0.78
N -5.3038 2.2422 0.9433 -2.78 0.74 2.11
N -4.0658 0.7612 -0.0847 3.69 -1.05 -0.46
H -5.4058 3.0372 1.5673 0.16 -0.32 -0.12
H -5.9808 1.4842 1.1223 0.41 0.89 -0.19
H -3.0728 0.3832 -0.3517 -2.27 0.37 0.62
H -4.8898 0.2202 -0.1807 -0.46 -0.40 -0.23
C -3.2958 -3.5618 0.7773 -7.35 -6.77 1.97
O -4.3438 -4.4018 1.0113 3.59 3.59 -1.16
N -2.1408 -3.9218 1.1963 3.92 -0.50 0.81
N -3.4088 -2.4158 0.2293 -1.26 5.58 -3.27
H -1.9668 -4.7298 1.7643 -0.38 -0.09 -0.22
H -1.3618 -3.3438 0.9443 0.45 0.04 0.30
H -4.3158 -2.0628 -0.1527 1.18 -1.32 0.80
H -2.6348 -1.7508 -0.0437 -0.77 -1.17 0.62
C 1.9682 -3.1768 -0.9697 1.23 -3.84 -1.39
C 0.7842 -4.0088 -0.4667 1.33 0.18 -10.47
C 0.7302 -5.3698 -1.0877 -1.24 -1.65 -1.90
O 0.7872 -4.1558 0.7463 0.14 -0.21 11.46
H 1.8922 -2.9638 -2.0457 0.25 -0.11 0.28
H 2.9382 -3.7788 -0.7027 -1.59 1.20 -0.67
H 1.9682 -2.3158 -0.4417 0.38 2.89 1.54
H -0.1168 -3.5738 -0.8027 -1.58 1.33 -0.98
H -0.2068 -5.8428 -0.7347 0.46 -0.01 0.09
H 1.5562 -6.0258 -0.8327 0.29 0.07 0.28
H 0.6122 -5.4298 -2.2127 0.35 0.59 1.10
H 0.8002 -3.2638 1.1413 0.21 -0.48 0.60
C -2.3648 1.0052 -3.4277 1.67 0.38 -0.34
C -1.9298 -0.3988 -3.8617 -5.09 0.52 -3.70
C -1.6468 -0.5518 -5.3667 -0.74 0.90 0.35
O -0.9678 -0.9058 -3.1747 6.13 -1.46 3.44
H -2.0908 1.1272 -2.3887 -0.05 -0.03 0.41
H -3.4288 1.1682 -3.4697 -0.28 0.29 -0.54
H -1.7088 1.7732 -3.9427 -1.18 -0.68 0.18
H -2.6898 -1.1638 -3.6917 -1.64 0.56 -0.20
H -2.5178 -0.4788 -6.0157 -0.32 -0.33 0.31
H -1.0768 -1.4088 -5.5807 0.24 -1.72 -0.03
H -1.0108 0.1882 -5.7537 0.95 1.67 -0.16
H -1.1308 -0.7288 -2.2247 -0.07 -0.15 -0.14
C 2.2682 2.0002 -3.3277 3.17 -1.09 -0.33
C 1.6092 0.8632 -4.0357 -1.85 2.42 -1.77
C 1.8352 0.7012 -5.4737 1.58 0.78 -2.52
O 1.6952 -0.3588 -3.5987 0.17 -5.90 3.99
H 3.3952 1.7982 -3.3067 -1.22 0.28 0.40
H 1.8922 2.2012 -2.3487 -0.18 -0.14 0.68
H 2.1812 2.8802 -3.9167 -0.33 0.87 -0.54
H 0.5822 1.1032 -3.9827 -1.81 0.96 0.06
H 2.8812 0.3962 -5.7587 -0.98 -0.23 0.50
H 1.7482 1.6602 -5.8967 -0.22 1.55 -1.17
H 1.0642 0.0882 -5.9737 0.66 -0.07 0.49
H 0.7772 -0.7558 -3.5207 1.21 0.56 0.04
C 1.4572 -2.3928 3.8003 2.23 0.67 2.47
C 2.3342 -1.3508 3.0623 -1.60 3.19 9.62
C 3.6672 -1.4058 3.5583 3.11 -0.42 2.66
O 2.3462 -1.5748 1.8613 -0.03 -2.35 -11.55
H 0.4952 -2.0868 3.7873 -3.42 0.88 -0.06
H 1.7002 -2.6468 4.8703 0.05 0.90 -0.71
H 1.5172 -3.3438 3.3743 0.35 -1.42 -1.42
H 2.0732 -0.2398 3.1893 -0.72 -1.35 0.82
H 4.3912 -0.9308 2.9593 0.72 0.65 -1.32
H 4.0002 -2.4148 3.7053 0.33 -0.83 -0.02
H 3.8132 -0.9108 4.5133 -0.38 -0.03 0.46
H 1.5662 -1.1968 1.4703 -0.80 0.01 -0.71
C -1.1898 2.8662 3.2513 -0.64 -0.36 -0.60
C -0.1348 2.0182 2.5773 0.96 7.82 -2.01
C 1.2402 2.6142 2.9853 -1.14 1.94 1.07
O -0.1308 0.8582 3.0183 -0.89 -10.17 2.04
H -1.0798 3.8192 2.7843 -0.58 1.10 0.13
H -0.8828 2.8342 4.2603 0.35 0.57 1.43
H -2.2238 2.4762 3.2713 0.63 0.21 -0.72
H -0.2688 1.9872 1.4783 0.22 0.84 0.00
H 2.0292 2.0032 2.7643 1.95 -1.95 -1.23
H 1.4302 2.7742 4.0783 -1.04 -0.25 -0.51
H 1.4492 3.5702 2.5553 0.00 0.77 -0.48
H -0.5838 0.3012 2.3463 0.38 -0.50 1.21
C -0.8248 4.1742 -2.3297 2.23 0.86 0.30
C -0.5628 3.6962 -0.8957 5.87 -2.59 -3.98
C 0.8662 4.0472 -0.3897 1.58 -0.77 -2.46
O -1.2728 4.2112 -0.0237 -7.61 3.91 6.66
H -1.1108 5.2232 -2.3467 -0.34 0.11 0.32
H -1.5518 3.5842 -2.8077 -0.84 -0.64 -0.80
H 0.1572 4.1902 -2.8487 -0.73 -0.50 -0.25
H -0.7668 2.6292 -0.7817 0.89 -0.88 -1.05
H 1.0052 4.9902 0.0973 -0.75 0.93 0.01
H 1.5992 4.0152 -1.2077 -0.01 0.24 -0.09
H 1.3152 3.3772 0.2973 -0.20 -1.19 0.90
H -2.0028 3.5802 0.2013 0.06 0.93 0.40
C 4.0952 0.2122 -0.2667 -0.90 0.56 -1.87
C 5.4262 0.7042 -0.8527 -3.13 6.81 5.53
C 6.5012 0.7152 0.2133 -1.87 0.01 2.53
O 5.8822 -0.0258 -1.7497 3.02 -6.26 -7.94
H 3.2132 0.5742 -0.9357 1.51 -0.97 1.02
H 3.9332 0.6532 0.7103 -0.08 -0.35 0.31
H 4.1842 -0.8958 -0.2897 -0.52 0.67 0.43
H 5.2712 1.7252 -1.4007 -0.07 -0.60 1.96
H 6.5872 -0.2968 0.5923 0.05 -0.64 -0.33
H 6.2222 1.2142 1.1603 0.32 0.56 -0.61
H 7.4342 0.9712 -0.1737 1.55 0.82 -0.51
H 6.0352 0.5112 -2.5207 0.19 -0.59 -0.56
C -4.9408 -0.8508 3.1393 -0.98 1.55 -0.37
C -3.4168 -0.7658 3.2693 -2.54 5.38 2.23
C -2.9338 -0.0918 4.6143 -0.06 1.98 -0.90
O -2.8958 -1.9168 3.3463 3.03 -7.01 -0.11
H -5.1938 -1.2498 2.0863 0.11 -0.04 1.97
H -5.3698 0.2092 3.1623 0.42 -1.15 0.05
H -5.3388 -1.3718 4.0523 0.03 0.00 -1.33
H -3.0968 -0.2418 2.3923 0.68 1.05 -0.51
H -1.8148 -0.1668 4.6983 -1.14 0.08 -0.25
H -3.3768 -0.5028 5.5323 -0.11 -0.27 -0.50
H -3.2108 1.0012 4.5753 0.37 -0.90 0.29
H -2.6808 -2.2398 2.4743 0.25 -0.53 -0.16
```
Positions in Å, forces in eV/Å.

HOMO, hartree: -0.23694
Net charge: -1
LUMO, eV: 2.37
Largest force on an atom, eV/A: 11.787
Multiplicity: 1